(1)
8 unconnected molecules or ions with the total composition H16O8, computed with the ωB97M-V functional and the def2-TZVPD basis.

**Spin multiplicity**: 1
**Largest force on an atom**: 0.9 eV Å⁻¹
**DFT total energy**: -611.49467 hartree
**Frontier orbital gap**: 9.85 eV
**Lowest unoccupied orbital energy**: -0.019 Ha
**M**: 144.1 g/mol
**HOMO level**: -10.376 eV
**Energy above the lowest of the compared OMol25 structures with the same formula, charge and spin**: 55.2 kcal per mole

Geometry (Å):
O: 20.05 -19.75 -27.42
H: 20.55 -19.15 -26.86
H: 20.61 -19.87 -28.19
O: 22.89 -23.24 -25.55
H: 22.97 -22.44 -26.08
H: 21.96 -23.26 -25.30
O: 24.54 -20.42 -29.74
H: 24.85 -20.16 -30.61
H: 24.23 -19.61 -29.35
O: 25.56 -22.64 -31.25
H: 25.34 -22.52 -30.33
H: 24.90 -23.25 -31.58
O: 26.53 -22.38 -27.64
H: 26.08 -22.99 -27.06
H: 26.26 -21.51 -27.33
O: 25.56 -20.02 -26.71
H: 25.69 -19.27 -26.12
H: 24.95 -19.70 -27.36
O: 21.59 -20.18 -29.71
H: 21.96 -19.46 -30.22
H: 21.49 -20.90 -30.33
O: 23.22 -21.64 -27.61
H: 22.65 -21.30 -28.30
H: 24.11 -21.43 -27.91

Atom-resolved charges from natural (NBO), all expressed in e: -0.953 0.459 0.480 -0.968 0.490 0.459 -0.952 0.496 0.457 -0.950 0.486 0.464 -0.968 0.471 0.483 -0.940 0.490 0.466 -0.958 0.484 0.495 -0.966 0.491 0.483

(2)
18 unconnected molecules or ions with the total composition C61H171N13O18 in a non-equilibrium geometry, computed with the ωB97M-V functional and the def2-TZVPD basis.

**Spin multiplicity**: 1
**Largest force on an atom**: 2.8 eV Å⁻¹
**DFT total energy**: -4492.49161 hartree
**Frontier orbital gap**: 9.08 eV
**Lowest unoccupied orbital energy**: 0.013 Ha
**M**: 1375.1 g/mol
**HOMO level**: -8.729 eV

Geometry (Å):
C: 15.38 18.12 19.60
C: 16.64 18.77 20.15
C: 17.11 18.19 21.55
O: 18.31 18.92 21.96
C: 19.01 18.32 23.01
N: 17.66 18.60 19.12
H: 14.93 18.65 18.76
H: 14.71 18.15 20.46
H: 15.61 17.10 19.26
H: 16.45 19.84 20.27
H: 17.21 17.10 21.53
H: 16.32 18.53 22.22
H: 19.78 19.01 23.36
H: 19.50 17.41 22.69
H: 18.33 18.10 23.84
H: 18.44 19.15 19.44
H: 17.25 19.15 18.38
C: 15.54 20.67 15.91
C: 16.11 21.85 16.65
C: 17.70 21.95 16.58
O: 18.20 20.76 17.21
C: 19.60 20.69 16.94
N: 15.45 23.06 16.17
H: 15.86 19.76 16.41
H: 15.91 20.69 14.88
H: 14.45 20.74 15.92
H: 15.89 21.72 17.71
H: 18.00 22.87 17.07
H: 18.04 22.09 15.55
H: 20.02 19.76 17.31
H: 20.08 21.50 17.49
H: 19.73 20.71 15.86
H: 15.92 23.84 16.62
H: 14.57 23.14 16.66
C: 18.66 14.09 22.14
C: 18.52 12.61 21.75
C: 19.32 11.68 22.69
O: 19.40 10.35 22.15
C: 20.29 9.56 22.93
N: 17.08 12.20 21.70
H: 19.70 14.34 22.36
H: 17.89 14.43 22.83
H: 18.48 14.64 21.22
H: 18.90 12.45 20.74
H: 18.85 11.65 23.67
H: 20.28 12.14 22.93
H: 20.36 8.60 22.41
H: 19.97 9.46 23.97
H: 21.26 10.06 22.96
H: 17.16 11.28 21.28
H: 16.72 11.95 22.61
C: 13.93 22.14 20.24
C: 14.61 23.45 19.76
C: 13.72 24.48 19.09
O: 13.33 23.91 17.82
C: 12.54 24.88 17.15
N: 15.27 23.96 20.91
H: 13.19 22.27 21.03
H: 14.63 21.36 20.54
H: 13.38 21.79 19.37
H: 15.48 23.16 19.16
H: 14.26 25.42 18.94
H: 12.85 24.69 19.72
H: 11.62 25.20 17.63
H: 12.31 24.50 16.15
H: 13.08 25.81 16.98
H: 15.73 24.84 20.75
H: 16.08 23.37 21.03
C: 21.90 18.75 27.55
C: 20.42 19.30 27.48
C: 20.11 20.20 26.24
O: 21.02 21.29 26.21
C: 20.63 22.36 27.04
N: 19.53 18.15 27.51
H: 22.10 18.05 26.74
H: 22.15 18.21 28.46
H: 22.72 19.46 27.50
H: 20.26 19.94 28.35
H: 19.06 20.51 26.20
H: 20.33 19.63 25.34
H: 19.78 22.95 26.68
H: 21.46 23.06 27.04
H: 20.35 22.10 28.06
H: 19.68 17.43 28.20
H: 18.55 18.35 27.65
C: 23.64 16.81 23.31
C: 22.72 15.55 23.21
C: 23.15 14.50 22.18
O: 22.38 13.31 22.32
C: 22.62 12.44 21.21
N: 22.59 14.91 24.52
H: 24.67 16.61 23.63
H: 23.18 17.55 23.96
H: 23.63 17.29 22.33
H: 21.74 15.95 22.96
H: 24.18 14.20 22.37
H: 23.03 14.96 21.19
H: 23.67 12.41 20.92
H: 21.96 12.60 20.35
H: 22.38 11.42 21.50
H: 21.88 15.36 25.09
H: 22.11 14.06 24.26
C: 18.51 17.97 14.57
C: 18.35 16.90 13.52
C: 17.09 17.00 12.66
O: 16.97 18.31 12.09
C: 15.77 18.55 11.28
N: 19.54 16.97 12.69
H: 19.42 17.87 15.17
H: 17.61 17.99 15.18
H: 18.55 18.95 14.10
H: 18.33 15.94 14.03
H: 16.22 16.78 13.28
H: 17.12 16.25 11.87
H: 15.91 18.40 10.21
H: 15.53 19.61 11.18
H: 14.87 18.04 11.62
H: 19.53 17.73 12.02
H: 19.65 16.08 12.24
C: 15.04 16.17 25.19
C: 14.43 17.52 24.82
C: 13.23 17.44 23.78
O: 12.50 18.67 23.64
C: 13.34 19.78 23.29
N: 13.96 18.17 26.01
H: 15.85 16.21 25.92
H: 15.38 15.65 24.30
H: 14.28 15.54 25.66
H: 15.28 18.00 24.35
H: 12.55 16.70 24.20
H: 13.64 17.22 22.80
H: 12.73 20.67 23.15
H: 13.94 19.56 22.41
H: 14.07 20.04 24.06
H: 13.24 17.55 26.38
H: 13.59 19.07 25.74
C: 18.13 13.32 15.63
C: 17.43 12.86 16.86
C: 18.35 12.45 17.97
O: 19.13 11.31 17.63
C: 19.66 10.49 18.64
N: 16.58 14.02 17.20
H: 17.43 13.63 14.86
H: 18.84 12.61 15.19
H: 18.75 14.18 15.89
H: 16.83 12.00 16.56
H: 17.74 12.15 18.83
H: 18.99 13.24 18.37
H: 20.38 10.99 19.28
H: 20.08 9.57 18.22
H: 18.90 10.02 19.26
H: 17.19 14.78 17.48
H: 16.09 13.87 18.08
C: 9.21 19.98 19.73
C: 10.16 19.07 20.58
C: 11.63 19.10 20.07
O: 11.74 18.74 18.70
C: 11.63 17.36 18.39
N: 10.15 19.66 21.92
H: 8.22 20.01 20.20
H: 9.14 19.54 18.74
H: 9.62 20.99 19.74
H: 9.71 18.08 20.68
H: 12.28 18.50 20.70
H: 11.97 20.13 20.12
H: 10.74 16.85 18.76
H: 12.42 16.85 18.94
H: 11.85 17.09 17.35
H: 10.56 20.59 21.96
H: 10.82 19.20 22.52
C: 21.55 17.95 20.37
C: 22.06 19.36 20.10
C: 21.88 20.32 21.31
O: 22.46 19.68 22.47
C: 22.75 20.38 23.61
N: 23.49 19.11 19.95
H: 21.82 17.20 19.62
H: 20.46 18.02 20.35
H: 21.77 17.63 21.39
H: 21.73 19.82 19.16
H: 20.84 20.52 21.58
H: 22.31 21.31 21.16
H: 23.07 19.74 24.43
H: 21.85 20.90 23.94
H: 23.54 21.11 23.40
H: 23.83 18.85 20.87
H: 23.82 18.38 19.34
C: 16.65 21.25 24.03
C: 17.50 22.53 23.94
C: 18.42 22.37 22.74
O: 17.66 22.48 21.50
C: 18.43 22.17 20.35
N: 16.67 23.73 23.80
H: 17.36 20.46 24.24
H: 16.18 21.07 23.07
H: 15.98 21.25 24.89
H: 18.11 22.52 24.84
H: 18.91 21.41 22.84
H: 19.20 23.14 22.73
H: 19.49 22.43 20.33
H: 18.01 22.61 19.45
H: 18.35 21.10 20.16
H: 17.26 24.42 23.36
H: 16.04 23.46 23.06
C: 11.85 20.65 15.27
C: 10.44 21.16 15.55
C: 9.86 21.94 14.36
O: 10.59 23.15 14.18
C: 10.19 23.88 13.04
N: 9.64 19.97 15.84
H: 11.87 20.10 14.33
H: 12.15 20.04 16.12
H: 12.42 21.57 15.19
H: 10.39 21.74 16.47
H: 8.83 22.23 14.53
H: 9.90 21.32 13.47
H: 10.71 23.58 12.13
H: 10.49 24.88 13.33
H: 9.10 23.85 13.03
H: 10.02 19.59 16.70
H: 9.95 19.29 15.17
C: 19.81 16.17 17.94
O: 18.40 16.23 17.97
H: 20.10 15.41 17.22
H: 20.29 17.13 17.73
H: 20.06 15.85 18.95
H: 18.15 16.98 18.52
C: 14.34 16.18 15.58
C: 13.58 14.99 16.22
O: 14.18 13.84 15.69
H: 13.96 17.12 15.97
H: 14.35 16.13 14.49
H: 15.38 16.22 15.93
H: 12.54 15.02 15.89
H: 13.59 15.06 17.31
H: 15.08 13.85 16.02
C: 14.17 14.95 21.05
C: 14.24 13.54 20.36
O: 15.50 13.46 19.70
H: 13.24 14.95 21.63
H: 14.07 15.72 20.28
H: 15.02 15.13 21.70
H: 13.43 13.43 19.64
H: 14.18 12.77 21.13
H: 16.15 13.21 20.36
C: 15.55 17.77 29.68
C: 15.84 18.98 28.87
O: 16.47 18.62 27.70
H: 15.03 17.97 30.62
H: 16.48 17.24 29.88
H: 15.08 16.98 29.08
H: 16.43 19.74 29.39
H: 14.87 19.41 28.64
H: 15.83 18.34 27.04
C: 19.16 13.89 25.37
C: 18.93 15.37 25.78
O: 20.19 16.04 25.79
H: 19.84 13.39 26.06
H: 19.66 13.87 24.40
H: 18.20 13.39 25.33
H: 18.47 15.45 26.76
H: 18.34 15.88 25.02
H: 20.02 16.85 26.27

Results of the Löwdin charge analysis, in e, for atoms 1 through 99: -0.038 -0.390 -0.103 -0.213 -0.114 0.069 0.084 0.056 0.082 0.115 0.123 0.096 0.070 0.082 0.081 0.059 0.068 -0.043 -0.430 -0.163 -0.232 -0.092 0.059 0.062 0.091 0.051 0.105 0.107 0.123 0.070 0.088 0.089 0.062 0.032 -0.045 -0.359 -0.194 -0.193 -0.098 0.062 0.068 0.073 0.067 0.108 0.110 0.098 0.094 0.088 0.072 0.081 0.087 -0.033 -0.431 -0.154 -0.221 -0.105 0.029 0.076 0.060 0.067 0.111 0.126 0.134 0.091 0.085 0.086 0.084 0.029 -0.030 -0.359 -0.169 -0.198 -0.108 0.039 0.063 0.072 0.071 0.117 0.118 0.098 0.075 0.093 0.083 0.096 0.051 -0.034 -0.413 -0.182 -0.218 -0.091 0.056 0.083 0.056 0.040 0.109 0.132 0.124 0.092 0.081

(3)
A molecular structure, C25H42N12O8PS2 in a non-equilibrium geometry, computed with the ωB97M-V functional and the def2-TZVPD basis.

**Spin multiplicity**: 1
**Largest force on an atom**: 2.9 eV Å⁻¹
**DFT total energy**: -3374.56423 hartree
**Frontier orbital gap**: 7.98 eV
**Lowest unoccupied orbital energy**: 0.062 Ha
**M**: 733.8 g/mol
**HOMO level**: -6.289 eV
**Charge**: -1

Geometry (Å):
C: -2.16 -1.19 0.97
N: -2.89 -1.11 -0.30
C: -2.51 0.06 -1.13
C: -2.87 -2.32 -0.99
O: -3.42 -3.26 -0.53
C: -2.12 -2.51 -2.29
S: -0.40 -3.03 -1.98
O: -0.51 -4.23 -1.19
O: 0.19 -3.29 -3.27
N: 0.37 -1.92 -1.07
S: 0.89 -0.62 -1.92
O: 2.28 -0.78 -2.24
O: 0.08 -0.26 -3.06
C: 0.74 0.68 -0.64
P: 2.26 0.91 0.37
O: 3.44 1.30 -0.38
O: 2.44 -0.47 1.18
O: 1.81 2.00 1.49
H: -2.81 -1.71 1.68
H: -1.23 -1.78 0.92
H: -1.95 -0.23 1.41
H: -1.48 0.37 -0.97
H: -3.11 0.90 -0.79
H: -2.74 -0.06 -2.18
H: -2.56 -3.36 -2.80
H: -2.16 -1.68 -2.99
H: 0.00 0.28 0.06
H: 0.38 1.62 -1.05
H: 1.88 -0.37 1.97
H: 0.87 2.21 1.36
C: 6.25 3.29 -1.48
C: 6.05 4.71 -1.80
N: 5.90 5.80 -2.06
H: 5.35 2.88 -1.02
H: 6.48 2.73 -2.38
H: 7.08 3.19 -0.78
C: 1.28 -7.07 -1.36
C: 1.72 -8.46 -1.16
N: 2.05 -9.53 -1.01
H: 1.26 -6.55 -0.40
H: 1.97 -6.55 -2.02
H: 0.29 -7.05 -1.80
C: -1.03 1.50 4.51
C: -0.49 1.29 3.17
N: -0.06 1.12 2.14
H: -2.11 1.67 4.45
H: -0.85 0.62 5.13
H: -0.56 2.36 4.97
C: 8.55 7.73 -0.43
C: 9.67 8.65 -0.65
N: 10.53 9.37 -0.82
H: 7.64 8.14 -0.86
H: 8.76 6.77 -0.89
H: 8.40 7.59 0.64
C: -4.76 1.49 2.50
C: -3.56 1.94 1.80
N: -2.64 2.27 1.24
H: -4.67 1.69 3.57
H: -5.63 2.01 2.11
H: -4.89 0.42 2.35
C: 3.40 -7.10 2.19
C: 2.22 -6.25 2.42
N: 1.32 -5.59 2.62
H: 3.08 -8.10 1.91
H: 4.00 -6.68 1.38
H: 4.00 -7.15 3.09
C: -5.12 -6.58 -1.14
C: -6.47 -6.41 -0.60
N: -7.53 -6.29 -0.19
H: -5.17 -6.76 -2.21
H: -4.53 -5.68 -0.95
H: -4.65 -7.43 -0.65
C: -9.77 -4.10 0.75
C: -10.05 -2.68 0.97
N: -10.27 -1.59 1.18
H: -10.34 -4.46 -0.10
H: -8.71 -4.25 0.54
H: -10.05 -4.68 1.63
C: -9.03 1.70 1.47
C: -7.81 2.36 0.98
N: -6.87 2.87 0.61
H: -9.03 1.70 2.56
H: -9.91 2.24 1.12
H: -9.07 0.68 1.11
C: 12.25 11.36 -2.92
C: 13.36 12.28 -3.15
N: 14.23 13.00 -3.32
H: 11.34 11.77 -3.36
H: 12.46 10.40 -3.39
H: 12.09 11.21 -1.86

Atom-resolved charges from Löwdin, all expressed in e: -0.072 -0.112 -0.065 -0.518 0.090 -0.145 0.499 -0.346 -0.333 -0.312 0.495 -0.326 -0.343 -0.290 0.428 -0.270 -0.118 -0.200 0.083 0.085 0.025 0.034 0.059 0.083 0.103 0.079 0.005 0.092 0.059 0.012 -0.056 -0.285 0.115 0.064 0.085 0.077 -0.060 -0.297 0.103 0.063 0.090 0.082 -0.021 -0.180 0.135 0.068 0.090 0.089 -0.069 -0.269 0.137 0.077 0.075 0.082 -0.055 -0.270 0.169 0.074 0.016 0.089 -0.071 -0.294 0.137 0.073 0.082 0.075 -0.048 -0.262 0.129 0.083 0.073 0.084 -0.078 -0.271 0.126 0.082 0.043 0.083 -0.061 -0.268 0.141 0.082 0.083 0.044 -0.089 -0.295 0.113 0.079 0.078 0.047

(4)
6 unconnected molecules or ions with the total composition C25H35N5O5S2 in a non-equilibrium geometry, computed with the ωB97M-V functional and the def2-TZVPD basis.

**Spin multiplicity**: 1
**Largest force on an atom**: 3.3 eV Å⁻¹
**DFT total energy**: -2419.83106 hartree
**Frontier orbital gap**: 8.19 eV
**Lowest unoccupied orbital energy**: -0.002 Ha
**M**: 549.7 g/mol
**HOMO level**: -8.253 eV

Geometry (Å):
O: -4.75 -2.60 -2.23
S: -3.41 -2.35 -1.65
O: -2.98 -3.66 -0.72
C: -1.99 -3.32 0.26
C: -0.53 -3.22 -0.30
C: -0.41 -2.28 -1.54
C: 1.07 -1.97 -1.89
S: 1.47 -0.26 -1.34
O: 1.75 -0.37 0.12
O: 0.41 0.71 -1.68
C: -1.17 -2.98 -2.72
O: -2.38 -2.29 -2.99
H: -2.27 -2.44 0.87
H: -1.97 -4.16 0.97
H: -0.25 -4.23 -0.63
H: 0.15 -2.91 0.51
H: -0.87 -1.32 -1.25
H: 1.25 -2.02 -2.97
H: 1.75 -2.65 -1.35
H: 2.61 0.17 -2.03
H: -0.53 -2.96 -3.63
H: -1.33 -4.04 -2.51
N: -3.45 0.97 1.13
C: -4.38 0.00 0.84
C: -5.54 0.32 1.50
C: -5.31 1.53 2.20
C: -4.01 1.91 1.95
H: -2.51 1.00 0.78
H: -4.12 -0.83 0.21
H: -6.45 -0.25 1.48
H: -6.01 2.07 2.82
H: -3.45 2.76 2.28
N: 4.61 -1.04 0.25
C: 5.07 -1.86 1.25
C: 6.42 -1.68 1.35
C: 6.79 -0.70 0.39
C: 5.65 -0.33 -0.27
H: 3.64 -0.97 -0.04
H: 4.39 -2.50 1.79
H: 7.07 -2.18 2.05
H: 7.78 -0.32 0.20
H: 5.49 0.38 -1.07
N: 0.43 -2.06 3.79
C: -0.73 -2.36 4.46
C: -0.52 -3.50 5.18
C: 0.82 -3.91 4.95
C: 1.38 -3.00 4.08
H: 0.56 -1.28 3.17
H: -1.60 -1.73 4.36
H: -1.25 -3.99 5.81
H: 1.31 -4.77 5.36
H: 2.36 -2.95 3.66
N: -3.88 5.68 2.22
C: -3.16 5.79 1.06
C: -2.72 7.08 0.96
C: -3.19 7.78 2.11
C: -3.89 6.88 2.87
H: -4.33 4.84 2.54
H: -3.03 4.95 0.40
H: -2.13 7.49 0.16
H: -3.02 8.81 2.36
H: -4.41 6.99 3.81
N: 2.48 0.93 -5.84
C: 3.63 1.07 -6.58
C: 4.44 1.96 -5.92
C: 3.76 2.37 -4.75
C: 2.55 1.72 -4.73
H: 1.70 0.35 -6.09
H: 3.77 0.53 -7.49
H: 5.42 2.28 -6.25
H: 4.11 3.07 -4.00
H: 1.74 1.75 -4.02

Atom-resolved charges from Löwdin, all expressed in e: -0.373 0.987 -0.312 -0.232 -0.131 -0.318 -0.192 0.742 -0.397 -0.369 -0.210 -0.294 0.114 0.133 0.127 0.116 0.118 0.101 0.112 0.089 0.127 0.128 0.014 -0.141 -0.097 -0.108 -0.149 0.143 0.042 0.095 0.090 0.092 0.001 -0.139 -0.111 -0.113 -0.142 0.068 0.096 0.090 0.090 0.101 0.003 -0.147 -0.113 -0.112 -0.143 0.138 0.105 0.090 0.090 0.095 0.001 -0.146 -0.114 -0.115 -0.141 0.121 0.102 0.089 0.089 0.104 0.001 -0.138 -0.108 -0.110 -0.155 0.142 0.106 0.092 0.092 0.094